Record 1
Formula: C3H5NO2
Source: OMol25
Level of theory: wB97M-V/def2-TZVPD

Structure (XYZ):
```
11
C3H5NO2 (wB97M-V/def2-TZVPD)
O 2.0885 -0.9013 -0.9553
C 1.7124 -0.3638 0.2183
C 0.4410 -0.0571 0.5094
N -0.5304 -0.3664 -0.4628
C -1.6778 0.1685 -0.4425
O -2.1547 1.1036 0.4056
H 1.2600 -1.0415 -1.4514
H 2.5402 -0.1976 0.9003
H 0.1836 0.3294 1.4956
H -2.4336 -0.1080 -1.1740
H -1.4292 1.4342 0.9568
```

Values from the calculation:
LUMO level = 0.75 eV
highest occupied orbital energy = -8.4 eV
E = -8776.1405 eV
SMILES = O/C=C\N=C/O
energy relative to the best compared isomer or geometry (same formula, charge and spin) = 35.8 kcal/mol

These are the Löwdin partial charges, in e, on atoms 1 to 5:
1. O 0.016
2. C -0.197
3. C -0.168
4. N 0.038
5. C -0.268

---

Record 2
Formula: C3H5NO2
Source: OMol25
Level of theory: wB97M-V/def2-TZVPD

Structure (XYZ):
```
11
C3H5NO2 (wB97M-V/def2-TZVPD)
C 0.6371 -1.2003 1.4650
C -0.5051 -1.1510 -0.3452
O -0.5138 -0.5472 0.8590
O -0.3908 -0.2548 -1.3133
C -0.4751 1.1207 -1.1571
N -0.3472 1.7976 -2.2052
H 0.4194 -2.2463 1.6950
H 1.5132 -1.1659 0.7992
H 0.8272 -0.5924 2.3399
H -0.6828 1.4560 -0.1422
H -0.4820 2.7835 -1.9949
```

Values from the calculation:
LUMO level = 0.63 eV
highest occupied orbital energy = -9.2 eV
E = -8773.5481 eV
energy relative to the best compared isomer or geometry (same formula, charge and spin) = 95.6 kcal/mol

These are the Löwdin partial charges, in e, on atoms 1 to 5:
1. C -0.075
2. C -0.098
3. O -0.164
4. O -0.013
5. C -0.255

---

Record 3
Formula: C3H5NO2
Source: OMol25
Level of theory: wB97M-V/def2-TZVPD

Structure (XYZ):
```
11
C3H5NO2 (wB97M-V/def2-TZVPD)
C -1.2133 0.5149 -1.0415
C 0.4218 -0.9412 0.6976
C 0.1888 -0.0032 -0.9548
N 0.8412 0.2202 0.6228
O -0.0052 -1.9951 0.9869
O 0.9053 -0.3144 -1.8478
H 1.9039 0.4072 1.9787
H 1.6358 0.2126 2.7113
H -1.2998 1.4509 -0.4913
H -1.4977 0.6626 -2.0808
H -1.8809 -0.2144 -0.5812
```

Values from the calculation:
LUMO level = -0.17 eV
highest occupied orbital energy = -10.7 eV
E = -8774.3983 eV
energy relative to the best compared isomer or geometry (same formula, charge and spin) = 76.0 kcal/mol

These are the Löwdin partial charges, in e, on atoms 1 to 5:
1. C 0.004
2. C -0.493
3. C -0.388
4. N 0.134
5. O 0.179

---

Record 4
Formula: C3H5NO2
Source: OMol25
Level of theory: wB97M-V/def2-TZVPD

Structure (XYZ):
```
11
C3H5NO2 (wB97M-V/def2-TZVPD)
O -1.5362 -0.7230 0.1300
C -0.3699 -0.1119 0.6703
C 0.4125 -1.2548 0.2919
N 1.3627 1.1987 -0.1697
C 0.0792 1.0179 -0.2877
O -0.8279 1.3904 -1.0657
H -1.6946 -0.0841 -0.6429
H -0.4573 0.1350 1.7290
H 0.7632 -2.0255 0.9788
H 0.5734 -1.4105 -0.7693
H 1.6949 1.8678 -0.8648
```

Values from the calculation:
LUMO level = -2.19 eV
highest occupied orbital energy = -9.1 eV
E = -8773.1471 eV
energy relative to the best compared isomer or geometry (same formula, charge and spin) = 104.9 kcal/mol

These are the Löwdin partial charges, in e, on atoms 1 to 5:
1. O 0.018
2. C -0.363
3. C 0.320
4. N 0.117
5. C -0.641

---

Record 5
Formula: C3H5NO2
Source: OMol25
Level of theory: wB97M-V/def2-TZVPD

Structure (XYZ):
```
11
C3H5NO2 (wB97M-V/def2-TZVPD)
N 0.7870 -1.4656 0.7203
C 0.1722 -0.2936 1.0647
O 0.5450 0.4651 1.9379
C -1.1632 -0.3123 0.3277
C -0.4361 1.1665 -1.0639
O -0.9893 -0.1666 -0.9876
H 0.5189 -1.9556 -0.1187
H 1.5487 -1.8160 1.2786
H -0.7533 1.6685 -0.1398
H -0.9463 1.6523 -1.8903
H 0.6520 1.1609 -1.1436
```

Values from the calculation:
LUMO level = -0.27 eV
highest occupied orbital energy = -8.7 eV
E = -8773.2741 eV
energy relative to the best compared isomer or geometry (same formula, charge and spin) = 101.9 kcal/mol

These are the Löwdin partial charges, in e, on atoms 1 to 5:
1. N 0.168
2. C -0.610
3. O 0.046
4. C 0.075
5. C -0.050

---

Record 6
Formula: C3H5NO2
Source: OMol25
Level of theory: wB97M-V/def2-TZVPD

Structure (XYZ):
```
11
C3H5NO2 (wB97M-V/def2-TZVPD)
O 0.2587 1.5690 -0.3271
C -0.0203 0.5084 0.5707
C -1.2077 0.6578 -0.2053
N 0.1124 -1.8073 0.4697
C 0.7136 -0.7298 0.1419
O 1.7100 -0.3580 -0.6250
H 1.2928 0.8018 -0.7950
H 0.0082 0.8158 1.6057
H -2.1522 1.0193 0.2194
H -1.2690 0.1737 -1.1727
H 0.5534 -2.6508 0.1177
```

Values from the calculation:
LUMO level = 0.13 eV
highest occupied orbital energy = -9.8 eV
E = -8773.8106 eV
energy relative to the best compared isomer or geometry (same formula, charge and spin) = 89.6 kcal/mol

These are the Löwdin partial charges, in e, on atoms 1 to 5:
1. O -0.046
2. C -0.354
3. C 0.156
4. N 0.143
5. C -0.553

---

Record 7
Formula: C3H5NO2
Source: OMol25
Level of theory: wB97M-V/def2-TZVPD

Structure (XYZ):
```
11
C3H5NO2 (wB97M-V/def2-TZVPD)
H -0.0534 2.6468 0.8962
N 0.2926 2.7533 -0.0471
C 0.2808 1.6517 -0.6790
O 0.0607 0.4866 0.0516
C 0.0196 -0.7877 -0.4707
C -0.1096 -1.8004 0.6440
O 0.0721 -1.0254 -1.6425
H -0.1467 2.2071 -1.5266
H 0.7837 -1.7791 1.2766
H -0.9654 -1.5544 1.2792
H -0.2344 -2.7987 0.2184
```

Values from the calculation:
LUMO level = 0.77 eV
highest occupied orbital energy = -10.2 eV
E = -8775.1071 eV
SMILES = [H]/N=C\OC(C)=O
energy relative to the best compared isomer or geometry (same formula, charge and spin) = 59.7 kcal/mol

These are the Löwdin partial charges, in e, on atoms 1 to 5:
1. H 0.055
2. N 0.106
3. C -0.247
4. O 0.024
5. C -0.502

---

Record 8
Formula: C3H5NO2
Source: OMol25
Level of theory: wB97M-V/def2-TZVPD

Structure (XYZ):
```
11
C3H5NO2 (wB97M-V/def2-TZVPD)
C 0.3920 1.6274 -0.5289
C -0.1047 0.4331 0.6622
O -0.4047 0.3863 1.8409
C -0.1185 -0.8268 -0.1729
N -0.4529 -2.0078 0.3674
O 0.1926 -0.6836 -1.3374
H 1.3229 2.0658 -0.1725
H 0.6091 1.3605 -1.5977
H -0.4177 2.3514 -0.6021
H -0.7229 -2.1136 1.3303
H -0.4429 -2.7888 -0.2711
```

Values from the calculation:
LUMO level = 0.10 eV
highest occupied orbital energy = -9.7 eV
E = -8776.0985 eV
SMILES = CC(=O)C(N)=O
energy relative to the best compared isomer or geometry (same formula, charge and spin) = 36.8 kcal/mol

These are the Löwdin partial charges, in e, on atoms 1 to 5:
1. C 0.012
2. C -0.222
3. O 0.097
4. C -0.517
5. N 0.185

---

Record 9
Formula: C3H5NO2
Source: OMol25
Level of theory: wB97M-V/def2-TZVPD

Structure (XYZ):
```
11
C3H5NO2 (wB97M-V/def2-TZVPD)
C 1.3319 0.1275 -0.0178
C 0.5718 -1.1930 -0.0618
C -0.8479 0.2227 0.3627
N 0.2744 1.0204 0.0710
O 2.5037 0.3874 -0.1134
O -2.0130 0.3340 -0.3549
H 0.1695 -1.3352 -1.0062
H 0.5283 -2.0007 0.7507
H -1.0866 0.1768 1.4597
H 0.3279 2.0568 0.1794
H -1.7602 0.2034 -1.2694
```

Values from the calculation:
LUMO level = 0.67 eV
highest occupied orbital energy = -9.3 eV
E = -8774.9780 eV
energy relative to the best compared isomer or geometry (same formula, charge and spin) = 62.6 kcal/mol

These are the Löwdin partial charges, in e, on atoms 1 to 5:
1. C -0.531
2. C 0.109
3. C -0.287
4. N 0.059
5. O 0.067

---

Record 10
Formula: C3H5NO2
Source: OMol25
Level of theory: wB97M-V/def2-TZVPD

Structure (XYZ):
```
11
C3H5NO2 (wB97M-V/def2-TZVPD)
C -0.0963 1.1651 -0.1149
N -1.3247 0.9524 -0.2040
O -1.6715 -0.3781 -0.4439
C -0.6186 -1.1185 0.1198
O 0.6086 -1.0106 -0.4735
C 1.0366 0.2035 -0.2384
H 0.2930 2.0592 0.3386
H -0.9485 -2.0701 0.0654
H -0.5534 -0.9049 1.3019
H 1.7772 0.2108 0.6699
H 1.4975 0.8912 -1.0208
```

Values from the calculation:
LUMO level = 0.84 eV
highest occupied orbital energy = -9.8 eV
E = -8773.1862 eV
SMILES = C1=NOCOC1
energy relative to the best compared isomer or geometry (same formula, charge and spin) = 104.0 kcal/mol

These are the Löwdin partial charges, in e, on atoms 1 to 5:
1. C -0.172
2. N 0.064
3. O -0.054
4. C -0.270
5. O -0.023

---

Record 11
Formula: C3H5NO2
Source: OMol25
Level of theory: wB97M-V/def2-TZVPD

Structure (XYZ):
```
11
C3H5NO2 (wB97M-V/def2-TZVPD)
N 1.2673 -0.8605 -0.5485
C 0.6772 -0.0743 0.5216
C -0.6122 0.5692 0.0462
O -0.4922 1.9034 -0.3106
C -1.7003 -0.1393 -0.0223
O -2.6324 -0.8526 -0.0539
H 2.2095 -1.1437 -0.3056
H 0.7190 -1.6945 -0.7293
H 0.4855 -0.6503 1.4420
H 1.3528 0.7516 0.7522
H -1.2743 2.1910 -0.7917
```

Values from the calculation:
LUMO level = 0.39 eV
highest occupied orbital energy = -8.3 eV
E = -8775.1854 eV
SMILES = NCC(O)=C=O
energy relative to the best compared isomer or geometry (same formula, charge and spin) = 57.9 kcal/mol

These are the Löwdin partial charges, in e, on atoms 1 to 5:
1. N 0.003
2. C -0.221
3. C -0.324
4. O 0.033
5. C -0.130

---

Record 12
Formula: C3H5NO2
Source: OMol25
Level of theory: wB97M-V/def2-TZVPD

Structure (XYZ):
```
11
C3H5NO2 (wB97M-V/def2-TZVPD)
C -1.9485 -0.3309 -0.4955
C -0.6704 0.4743 1.1036
O -0.8545 -0.6470 0.3820
O 0.6066 0.8198 1.0563
C 1.6205 0.0546 0.4959
N 2.6753 0.6613 0.1914
H -2.8757 -0.1741 0.0619
H -1.7014 0.5912 -1.0341
H -2.0037 -1.1598 -1.1955
H 1.4068 -1.0110 0.4444
H 3.3765 -0.0073 -0.1197
```

Values from the calculation:
LUMO level = 0.67 eV
highest occupied orbital energy = -9.3 eV
E = -8773.7484 eV
energy relative to the best compared isomer or geometry (same formula, charge and spin) = 91.0 kcal/mol

These are the Löwdin partial charges, in e, on atoms 1 to 5:
1. C -0.079
2. C -0.085
3. O -0.167
4. O -0.016
5. C -0.260